1.
A single C4H9BO2 molecule, computed with the ωB97M-V functional and the def2-TZVPD basis.

```
16
C4H9BO2, DFT the ωB97M-V functional and the def2-TZVPD basis
B 1.24896 -1.14624 0.49114
C 2.50043 -0.11957 0.38755
C -1.70444 -0.60179 -0.17678
C -0.31329 1.57641 0.07347
C -0.48340 0.20360 -0.64074
O 3.25127 0.50648 -0.18787
O 0.59183 -0.63463 -0.72016
H 0.78492 -1.05088 1.60808
H 1.96157 -2.14322 0.31639
H -1.80578 -1.49608 -0.66768
H -1.61143 -0.81808 0.81146
H -2.70309 -0.24173 -0.17028
H 0.69761 1.95877 -0.03067
H -0.68850 1.42192 1.01667
H -0.92680 2.25350 -0.33981
H -0.79985 0.33154 -1.77077
```

As for the HOMO-LUMO gap: 10.123 eV. For the LUMO energy, the calculation gives 0.19 eV.

---

2.
A single C5H6N2O molecule, computed with the ωB97M-V functional and the def2-TZVPD basis.

```
14
C5H6N2O, DFT the ωB97M-V functional and the def2-TZVPD basis
C 1.50188 -1.76695 -0.58154
C 0.67428 -0.91697 -0.77076
C -0.47742 -0.03319 -1.10482
N -1.00936 -0.16930 -2.34615
N -0.81234 0.84448 -0.23425
C 0.13173 1.00698 0.80620
C -0.28880 0.47221 2.14589
O 1.13193 1.69744 0.66981
H 2.24244 -2.51248 -0.39494
H -0.30340 -0.24964 -3.07177
H -1.65207 0.58771 -2.55297
H -1.13773 -0.20858 2.06487
H 0.55661 -0.06693 2.58264
H -0.55773 1.31522 2.78779
```

As for the HOMO-LUMO gap: 10.538 eV. For the LUMO energy, the calculation gives 0.73 eV. As for the SMILES: C#C/C(N)=N\C(C)=O.

---

3.
A gas-phase ion, C4H13N3O (charge +1), computed with the ωB97M-V functional and the def2-TZVPD basis.

```
21
C4H13N3O, DFT the ωB97M-V functional and the def2-TZVPD basis
C -1.22560 -0.85704 0.76034
N -1.27549 -0.89936 2.19305
C -0.39068 0.25055 0.01946
C 0.02528 1.46943 0.77258
O -1.04491 2.32130 1.10124
N 0.88326 -0.46097 -0.46990
C 1.10269 -0.35838 -1.95735
N 1.86734 -1.41763 -2.55789
H -0.90384 -1.86761 0.42612
H -2.27915 -0.79210 0.43705
H -0.43679 -0.81661 2.74561
H -2.04670 -0.43648 2.64617
H -0.95023 0.46396 -0.91861
H 0.56155 1.23335 1.72583
H 0.77779 2.06243 0.27165
H -1.60788 1.85311 1.71834
H 0.87083 -1.46262 -0.24533
H 0.12788 -0.31536 -2.42475
H 1.57959 0.63439 -2.03976
H 2.74878 -1.09757 -2.94586
H 2.15450 -2.09689 -1.85459
```

As for the net charge: +1. As for the HOMO-LUMO gap (spin up / spin down): 10.471 / 5.118 eV. For the LUMO energy (spin up / spin down), the calculation gives -2.97 / -8.31 eV. Its spin multiplicity is 2.

---

4.
A single C2H5N5O molecule, computed with the ωB97M-V functional and the def2-TZVPD basis.

```
13
C2H5N5O, DFT the ωB97M-V functional and the def2-TZVPD basis
N -1.90104 0.01099 1.44257
C -0.67347 0.17268 0.89960
N 0.01006 1.35877 1.01545
N 1.05587 1.19481 0.15659
N 0.83266 0.07091 -0.65149
N 1.59162 -0.32819 -1.71788
C -0.19910 -0.62973 -0.24049
O -0.74278 -1.64395 -0.64660
H -2.35920 -0.87745 1.26383
H -2.03450 0.34632 2.38969
H 1.28479 2.02110 -0.50683
H 0.89047 -0.82660 -2.29196
H 2.27197 -0.92041 -1.35331
```

As for the HOMO-LUMO gap: 9.018 eV. For the LUMO energy, the calculation gives 0.84 eV. As for the SMILES: Nc1n[nH]n(N)c1=O.

---

5.
A molecular structure, C2H3BrFI, computed with the ωB97M-V functional and the def2-TZVPD basis.

```
8
C2H3BrFI, DFT the ωB97M-V functional and the def2-TZVPD basis
C 0.87576 0.07863 -0.19171
C -0.54455 -0.26812 0.28920
F 0.72211 0.68982 -1.39958
Br -1.20700 0.96535 1.56074
I -1.94355 -0.22982 -1.38927
H 1.48254 -0.78466 -0.44978
H 1.22309 0.81145 0.64888
H -0.60840 -1.26266 0.93152
```

As for the HOMO-LUMO gap: 9.543 eV. For the LUMO energy, the calculation gives 0.04 eV.

---

6.
2 unconnected molecules or ions with the total composition C7H9NS2, computed with the ωB97M-V functional and the def2-TZVPD basis.

```
19
C7H9NS2, DFT the ωB97M-V functional and the def2-TZVPD basis
C 1.73290 2.44181 0.08073
C 1.98832 1.06497 0.20951
C 0.67953 2.59869 -0.79342
C 1.02973 0.45871 -0.53435
C -1.07269 -1.41180 1.44102
C -2.07826 -1.83123 0.33694
C 0.40099 -1.49318 -0.71541
N 0.25895 1.40150 -1.17459
S 0.45942 -2.26839 0.85233
S -1.30266 -1.37043 -1.25718
H 2.17190 3.30597 0.53081
H 2.67188 0.42599 0.82314
H 0.17040 3.40756 -1.10324
H -0.91903 -0.29982 1.32969
H -1.55041 -1.81045 2.39527
H -2.19881 -2.85283 0.40137
H -3.02924 -1.39180 0.58334
H 0.98616 -1.75322 -1.48331
H -0.39907 1.37794 -1.92265
```

As for the HOMO-LUMO gap: 8.629 eV. For the LUMO energy, the calculation gives 0.62 eV.

---

7.
3 unconnected molecules or ions with the total composition C2H10NO2, computed with the ωB97M-V functional and the def2-TZVPD basis.

```
15
C2H10NO2, DFT the ωB97M-V functional and the def2-TZVPD basis
C 1.09743 -0.96788 -1.25826
C -0.25430 -1.85718 0.62099
N 0.37895 -0.89592 0.04774
H 0.37343 -0.78320 -2.04325
H 1.91136 -0.30542 -0.96818
H 1.49349 -1.97056 -1.33790
H 0.03250 -2.85085 0.30650
H -0.63906 -1.59356 1.59531
H 0.19127 0.02008 0.44479
H -2.75973 1.10348 1.35770
H -1.64067 2.04743 1.67985
O -1.90296 1.36281 1.05752
H -0.08889 2.22751 -0.07367
H 1.15421 2.61006 -0.87025
O 0.65298 1.85321 -0.55890
```

As for the net charge: +1. As for the HOMO-LUMO gap: 10.793 eV. For the LUMO energy, the calculation gives -4.89 eV.

---

8.
2 unconnected molecules or ions with the total composition C7H10, computed with the ωB97M-V functional and the def2-TZVPD basis.

```
17
C7H10, DFT the ωB97M-V functional and the def2-TZVPD basis
C 0.65451 -1.56308 -0.01322
C 0.58197 -0.20182 0.63949
C 1.73154 0.33158 1.09554
C -0.08679 0.95224 0.00632
C -0.42448 1.08144 -1.40286
C -1.61243 0.61809 -0.68716
C -2.34461 -0.05609 0.15906
H 1.44165 -2.16066 0.45953
H -0.27971 -2.12524 0.02319
H 0.94154 -1.43324 -1.06520
H -1.46103 -0.47178 1.30076
H 1.81380 1.32757 1.52926
H 2.67504 -0.17647 0.92872
H -0.13811 1.82906 0.64792
H -0.03164 0.33143 -2.08184
H -0.46265 2.07854 -1.81945
H -3.42066 -0.32954 0.02784
```

As for the HOMO-LUMO gap: 8.164 eV. For the LUMO energy, the calculation gives 0.64 eV.

---

| no. | DFT total energy (a.u.) | F_max (eV/Å) |
| --- | --- | --- |
| 1 | -333.09053 | 4.8 |
| 2 | -378.80408 | 2.7 |
| 3 | -399.34358 | 3.8 |
| 4 | -428.14959 | 4.3 |
| 5 | -3049.53677 | 2.9 |
| 6 | -1123.15377 | 6.4 |
| 7 | -287.15558 | 3.0 |
| 8 | -272.48098 | 4.2 |